C23H24N2O2 | ωB97M-V with the def2-TZVPD basis set

## Properties
* LUMO energy: 0.75 eV
* HOMO energy: -0.2909 hartree
* total charge: 0
* energy above the lowest of the compared OMol25 structures with the same formula, charge and spin: 48.6 kJ/mol
* energy: -1150.8558 Eh
* HOMO-LUMO gap: 0.318 hartree

Each atom is followed by the atoms it is bonded to, with distances in Å.
Positions of all 51 atoms, in Å:
1 H 0.923 -1.218 -1.435  C26 1.080
2 C -2.915 -1.080 -2.836  H12 1.094, H13 1.089, H16 1.095, O28 1.405
3 C -0.556 2.275 0.606  O40 1.213, C41 1.535, N51 1.352
4 H 0.223 -0.335 2.676  C6 1.081
5 H -0.137 2.984 -2.048  C33 1.087
6 C 0.008 -0.922 1.795  H4 1.081, C34 1.384, C42 1.387
7 H -5.667 -1.237 1.173  C35 1.080
8 C -3.081 0.906 1.528  C10 1.385, C38 1.385, H49 1.077
9 C 4.765 -1.848 0.196  C15 1.383, C17 1.385, H19 1.080
10 C -2.487 0.751 0.286  C8 1.385, C36 1.408, N51 1.394
11 C 5.477 0.429 0.036  C15 1.385, C27 1.382, H39 1.080
12 H -2.929 -2.112 -2.472  C2 1.094
13 H -2.235 -1.005 -3.683  C2 1.089
14 H -4.676 0.316 2.819  C38 1.079
15 C 5.779 -0.923 0.026  C9 1.383, C11 1.385, H32 1.080
16 H -3.923 -0.794 -3.155  C2 1.095
17 C 3.455 -1.432 0.362  C9 1.385, H24 1.079, C37 1.388
18 H 1.393 3.133 0.605  C41 1.106
19 H 4.993 -2.904 0.200  C9 1.080
20 H -2.000 -3.433 0.760  C30 1.080
21 H 3.949 1.903 0.227  C27 1.082
22 H -0.907 1.049 -0.951  N51 1.013
23 C 1.724 0.434 0.534  C37 1.516, C42 1.512, H45 1.104, N48 1.470
24 H 2.675 -2.166 0.501  C17 1.079
25 H 1.420 3.781 -1.798  C33 1.089
26 C 0.397 -1.423 -0.514  H1 1.080, C29 1.382, C42 1.390
27 C 4.169 0.844 0.203  C11 1.382, H21 1.082, C37 1.392
28 O -2.412 -0.198 -1.865  C2 1.405, C36 1.373
29 C -0.558 -2.420 -0.459  C26 1.382, C30 1.385, H46 1.081
30 C -1.244 -2.662 0.719  H20 1.080, C29 1.385, C34 1.383
31 H -4.654 -1.510 -1.030  C50 1.079
32 H 6.799 -1.250 -0.105  C15 1.080
33 C 0.485 3.496 -1.318  H5 1.087, H25 1.089, C41 1.527, H44 1.087
34 C -0.962 -1.909 1.845  C6 1.384, C30 1.383, H47 1.080
35 C -4.778 -0.676 0.928  H7 1.080, C38 1.380, C50 1.388
36 C -3.060 -0.124 -0.657  C10 1.408, O28 1.373, C50 1.383
37 C 3.139 -0.080 0.357  C17 1.388, C23 1.516, C27 1.392
38 C -4.224 0.192 1.847  C8 1.385, H14 1.079, C35 1.380
39 H 6.262 1.161 -0.082  C11 1.080
40 O -0.845 2.778 1.671  C3 1.213
41 C 0.758 2.590 -0.120  C3 1.535, H18 1.106, C33 1.527, N48 1.452
42 C 0.693 -0.668 0.616  C6 1.387, C23 1.512, C26 1.390
43 H 2.150 1.523 -1.163  N48 1.015
44 H -0.026 4.398 -0.991  C33 1.087
45 H 1.705 0.990 1.487  C23 1.104
46 H -0.766 -3.012 -1.339  C29 1.081
47 H -1.500 -2.087 2.763  C34 1.080
48 N 1.353 1.341 -0.562  C23 1.470, C41 1.452, H43 1.015
49 H -2.636 1.584 2.236  C8 1.077
50 C -4.201 -0.832 -0.324  H31 1.079, C35 1.388, C36 1.383
51 N -1.316 1.404 -0.095  C3 1.352, C10 1.394, H22 1.013